# 1
DFT (ωB97M-V with the def2-TZVPD basis set) results for a single CH5N3O molecule.

Geometry (Å):
C: -0.39 -0.91 0.51
N: -0.53 -0.17 -0.78
N: -0.67 1.12 -0.48
N: 0.75 0.92 1.17
O: 0.84 -0.43 1.07
H: -1.38 -0.70 1.10
H: -0.36 -2.00 0.38
H: 0.19 -0.47 -1.36
H: -0.19 1.72 -1.21
H: 1.42 1.41 0.60

## Properties
- M (g/mol) = 75.1
- net charge = 0
- gap between HOMO and LUMO (spin up / spin down) (eV) = 9.4838 / 9.1149
- HOMO energy (spin up / spin down) (eV) = -8.860 / -8.539
- spin multiplicity = 1

# 2
DFT (ωB97M-V with the def2-TZVPD basis set) results for 2 unconnected molecules or ions with the total composition C7H7Cl2NO2.

Geometry (Å):
O: -0.29 0.15 -1.26
N: -0.22 0.69 -0.22
O: -0.54 1.86 0.00
C: 0.42 -0.06 0.95
C: 0.95 -1.29 0.56
C: 1.72 -2.00 1.48
C: 1.90 -1.44 2.74
C: 1.26 -0.27 3.16
C: 0.51 0.47 2.21
H: 0.75 -1.63 -0.49
H: 2.07 -3.04 1.17
H: 2.38 -2.05 3.58
H: 1.26 0.06 4.21
H: -0.02 1.34 2.52
Cl: -2.06 0.03 -4.93
C: -2.40 1.45 -3.99
Cl: -2.69 2.95 -4.86
H: -3.37 1.17 -3.57
H: -1.62 1.62 -3.25

## Properties
- M (g/mol) = 208.0
- net charge = 0
- gap between HOMO and LUMO (eV) = 9.8817
- HOMO energy (eV) = -10.277
- spin multiplicity = 1

# 3
DFT (ωB97M-V with the def2-TZVPD basis set) results for a molecular structure, C4H14N2O3Si.

Geometry (Å):
C: -3.28 -1.11 -0.04
C: 0.49 2.52 -0.29
C: 3.36 0.24 0.43
C: 0.36 -2.57 -0.77
N: -2.83 0.92 0.95
N: -3.57 -0.23 0.82
O: 0.06 1.27 -0.54
O: 2.46 -0.17 -0.64
O: -0.01 -1.20 -1.05
Si: 0.84 -0.21 -0.14
H: -2.37 -1.02 -0.79
H: -3.90 -1.99 -0.09
H: 0.65 -0.36 1.41
H: 0.08 3.10 -1.13
H: 1.58 2.75 -0.29
H: -0.06 2.85 0.64
H: 4.30 0.39 0.01
H: 3.47 -0.53 1.07
H: 2.88 1.03 0.98
H: -0.25 -3.14 -1.45
H: 0.13 -2.73 0.30
H: 1.36 -2.68 -1.07
H: -3.29 1.54 1.61
H: -2.44 1.31 0.07

## Properties
- M (g/mol) = 166.3
- net charge = 0
- gap between HOMO and LUMO (eV) = 9.5278
- HOMO energy (eV) = -8.613
- spin multiplicity = 1

Respective strongest force on any atom values: 3.54; 4.26; 4.66 eV/A.
Respective electronic energy values: -7630.264; -37999.114; -21375.206 eV.
Respective relative energy (zero: lowest compared OMol25 entry of this formula, charge and spin) values: 518.50; 9.29; 0.00 kJ/mol.